1.
5 unconnected molecules or ions with the total composition C6H25N8O4P2. Source: the Open Molecules 2025 dataset; level of theory: the ωB97M-V functional and the def2-TZVPD basis.

The total energy is -45313.7969 eV. As for the spin multiplicity: 1. The calculation puts the maximum force at 0.6 eV Å⁻¹. The value obtained for the HOMO energy is -0.4271 Eh. The value obtained for the frontier orbital gap is 0.34084 Eh. Its charge is +1.

Atoms and positions in Å:
C -4.4982 -2.7959 0.8594
P -2.8116 -3.4775 0.5824
C -2.5346 -4.7677 1.8602
P -1.6589 -1.8079 1.4210
H -5.0383 -2.8856 -0.0803
H -4.4936 -1.7476 1.1614
H -5.0158 -3.3582 1.6353
H -3.3391 -4.8172 2.5915
H -2.4525 -5.7161 1.3333
H -1.5970 -4.6084 2.3901
H -1.3048 -0.9648 0.3557
H -2.3913 -1.0711 2.3621
H -0.4876 -2.2409 2.0358
C -3.9716 1.2963 1.8890
O -4.0200 0.1688 2.3929
N -3.4839 1.4326 0.6236
N -4.3636 2.4086 2.5395
H -3.3793 2.2687 0.0793
H -3.2861 0.5518 0.1883
H -4.7177 2.3019 3.4731
H -4.3263 3.3239 2.1309
C 1.2370 0.2251 -0.5353
O 0.1902 -0.1474 -1.0875
N 1.7910 1.4208 -0.7264
N 1.8940 -0.6082 0.3413
H 2.6446 1.6857 -0.2599
H 1.3602 2.0486 -1.3910
H 1.5300 -1.5350 0.4433
H 2.7492 -0.3555 0.8047
C 5.4864 0.6701 0.8187
O 4.6344 1.2867 0.1914
N 6.2308 1.2513 1.7963
N 5.7456 -0.6473 0.5673
H 6.9473 0.7692 2.3055
H 6.0668 2.2234 1.9831
H 5.2490 -1.0749 -0.1928
H 6.4568 -1.1693 1.0439
C 1.3061 2.6660 -4.2781
O 1.7715 2.8965 -3.1710
N 1.8341 3.2092 -5.4098
N 0.2346 1.8380 -4.4519
H 1.4749 3.0292 -6.3278
H 2.6239 3.8181 -5.3016
H -0.1335 1.3817 -3.6358
H -0.1532 1.6243 -5.3510

Force components x, y, z for each atom (eV/Å):
-0.07 0.04 0.08
0.29 -0.08 -0.54
-0.04 0.06 0.23
-0.48 -0.12 0.09
-0.08 -0.04 0.02
0.00 0.00 0.03
-0.01 -0.02 -0.01
-0.01 0.01 0.00
-0.07 -0.05 0.05
0.05 -0.04 0.00
0.32 0.15 0.01
0.10 0.19 0.07
0.17 -0.01 -0.08
0.16 -0.08 -0.21
-0.09 0.09 0.12
0.04 -0.27 0.02
-0.02 0.03 0.08
-0.11 0.13 0.19
0.05 0.17 -0.31
0.01 0.01 -0.01
-0.01 -0.01 -0.01
0.11 -0.11 0.09
-0.27 -0.13 0.18
-0.30 0.20 0.30
-0.25 -0.03 0.17
0.18 -0.07 -0.23
0.31 -0.01 -0.19
0.15 -0.06 -0.11
0.06 0.09 -0.15
0.18 0.02 -0.13
-0.22 -0.06 0.17
-0.05 -0.02 0.06
-0.13 -0.03 0.15
0.02 0.01 -0.03
0.01 0.00 -0.01
0.07 0.03 -0.05
0.03 0.02 -0.04
0.01 -0.14 -0.03
-0.10 0.15 0.06
-0.03 0.02 0.00
-0.06 0.09 0.00
0.01 0.00 0.01
-0.01 0.00 0.00
0.05 -0.06 -0.01
0.03 -0.02 0.00

Here are the natural (NBO) charges for atoms 1 to 6, given in e: C -0.949; P 0.629; C -0.934; P 0.361; H 0.254; H 0.275

***

2.
A molecular structure, C32H36N10OPtS. Source: the Open Molecules 2025 dataset; level of theory: the ωB97M-V functional and the def2-TZVPD basis.

The total energy is -64780.8432 eV. As for the spin multiplicity: 5. As for the relative energy (zero: lowest compared OMol25 entry of this formula, charge and spin): 0.124 eV. The calculation puts the maximum force at 0.7 eV Å⁻¹. The value obtained for the HOMO energy (spin up / spin down) is -0.4416 / -0.4861 Eh. The value obtained for the frontier orbital gap (spin up / spin down) is 0.22230 / 0.17050 Eh. Its charge is +2.

Atoms and positions in Å:
Pt -0.1531 -0.8253 0.5213
C -2.7252 0.6417 3.8357
C -1.9067 -0.1341 2.8568
N -1.5963 0.2963 1.6833
N -2.0314 1.4991 1.2466
C -1.6090 1.7522 0.0278
O -0.8698 0.9504 -0.6658
C -1.9639 3.0463 -0.5859
C -1.5608 3.3146 -1.8935
C -1.8707 4.5346 -2.4714
C -2.5764 5.4853 -1.7442
C -2.9794 5.2180 -0.4415
C -2.6774 3.9994 0.1409
C -1.4661 -1.5137 3.1350
C -1.6276 -2.1392 4.3559
C -1.2450 -3.4686 4.4840
C -0.7367 -4.1429 3.3851
C -0.5948 -3.4531 2.1936
N -0.9458 -2.1699 2.0866
H -3.0503 1.5758 3.3918
H -2.1375 0.8607 4.7311
H -3.6008 0.0679 4.1459
H -1.0192 2.5617 -2.4509
H -1.5706 4.7446 -3.4893
H -2.8154 6.4399 -2.1952
H -3.5354 5.9593 0.1166
H -2.9911 3.7785 1.1512
H -2.0494 -1.5992 5.1919
H -1.3555 -3.9753 5.4339
H -0.4606 -5.1865 3.4387
H -0.2154 -3.9286 1.2974
S 1.4490 -0.9440 -1.0305
C 0.3137 -1.0668 -2.4176
N 0.6668 -0.7635 -3.6648
N 1.9556 -0.4289 -3.8565
C 2.3903 -0.0180 -5.0839
C 1.5013 0.0507 -6.1710
C 1.9807 0.4933 -7.3831
C 3.3200 0.8603 -7.5258
C 4.2001 0.7763 -6.4441
C 3.7464 0.3360 -5.2236
N -0.9344 -1.4509 -2.2274
N -1.3130 -1.6182 -0.9506
C -2.5118 -2.3318 -0.8032
C -2.8380 -3.2960 -1.7680
C -4.0060 -4.0198 -1.6395
C -4.8667 -3.7843 -0.5710
C -4.5545 -2.8085 0.3676
C -3.3821 -2.0845 0.2589
H 2.6337 -0.4646 -3.1006
H 0.4728 -0.2487 -6.0380
H 1.3126 0.5531 -8.2314
H 3.6819 1.2066 -8.4845
H 5.2380 1.0544 -6.5657
H 4.4191 0.2556 -4.3771
H -2.1674 -3.4613 -2.5977
H -4.2530 -4.7687 -2.3796
H -5.7860 -4.3473 -0.4814
H -5.2399 -2.5971 1.1777
H -3.1740 -1.2885 0.9537
C 1.3921 2.2714 1.3118
N 2.4882 1.4794 1.8552
C 3.8196 2.0802 1.7218
C 2.3284 0.2180 2.2630
N 1.2665 -0.5433 1.9690
N 3.3061 -0.3223 3.0374
C 3.4708 -1.7680 3.1190
C 3.8648 0.4205 4.1714
H 1.6937 3.3159 1.3364
H 0.5008 2.1657 1.9261
H 1.1695 2.0009 0.2827
H 3.8725 2.5767 0.7540
H 4.5870 1.3138 1.7599
H 4.0082 2.8207 2.4979
H 1.2995 -1.3967 2.5072
H 2.8491 -2.2133 3.9046
H 4.5103 -1.9850 3.3571
H 3.2443 -2.2324 2.1610
H 3.5313 1.4521 4.1574
H 4.9537 0.3954 4.1482
H 3.5259 -0.0345 5.1042

Force components x, y, z for each atom (eV/Å):
0.00 -0.09 -0.59
0.05 -0.08 -0.01
-0.11 0.12 -0.03
0.06 -0.16 0.36
0.13 -0.07 0.07
0.08 -0.01 -0.09
-0.05 0.54 0.05
0.04 -0.06 -0.07
-0.03 0.03 -0.03
-0.02 -0.01 0.04
0.02 0.00 -0.01
0.00 -0.02 -0.01
-0.02 0.00 -0.01
-0.12 0.15 -0.04
-0.04 -0.13 0.15
-0.03 0.03 0.05
-0.01 -0.04 -0.02
-0.11 0.10 -0.01
0.20 -0.41 0.16
0.00 0.01 -0.01
0.00 -0.02 -0.02
0.03 -0.01 -0.01
-0.01 0.02 0.00
0.01 0.00 0.02
0.00 -0.02 0.00
0.01 -0.01 0.00
0.00 0.00 0.00
0.00 -0.01 -0.01
-0.01 0.01 -0.02
0.01 0.01 0.01
0.04 0.02 0.01
-0.03 -0.11 0.16
-0.29 0.00 -0.44
0.42 -0.04 0.30
-0.30 -0.01 -0.20
-0.03 -0.06 0.18
0.03 0.03 -0.09
0.02 0.00 -0.01
-0.01 0.00 -0.01
0.00 -0.01 0.01
0.01 0.01 -0.05
0.38 -0.06 0.41
-0.59 0.11 -0.33
0.41 0.09 -0.14
-0.08 -0.10 -0.02
0.01 0.01 0.00
-0.01 -0.02 -0.03
0.02 0.03 0.04
-0.09 -0.01 0.07
0.00 -0.01 0.04
0.00 0.02 0.01
0.02 0.00 0.00
0.00 0.00 0.01
-0.02 -0.01 -0.01
-0.02 0.02 -0.01
-0.02 -0.01 0.00
0.00 0.00 0.01
0.01 0.00 0.00
0.00 0.00 -0.01
0.00 0.01 0.02
-0.02 0.03 0.13
0.01 0.01 -0.12
-0.05 -0.05 -0.08
0.01 -0.27 -0.01
0.26 0.56 0.15
0.07 -0.07 0.05
-0.01 0.08 0.06
0.02 -0.06 -0.07
-0.04 0.00 0.03
-0.06 -0.07 -0.01
-0.04 -0.02 -0.13
-0.01 0.00 -0.02
0.00 -0.02 0.02
-0.02 0.03 0.01
-0.06 0.10 0.17
-0.01 -0.01 0.00
0.01 0.01 0.02
0.01 0.00 -0.01
-0.02 -0.01 0.01
0.01 0.02 -0.01
0.00 -0.03 0.00

Here are the Mulliken charges for atoms 1 to 6, given in e: Pt 2.183; C -2.028; C 0.488; N 0.279; N -1.258; C 0.074

***

3.
A single C7H10BBrN2O2 molecule at a distorted geometry. Source: the Open Molecules 2025 dataset; level of theory: the ωB97M-V functional and the def2-TZVPD basis.

The total energy is -85211.3153 eV. As for the spin multiplicity: 1. The calculation puts the maximum force at 12.6 eV Å⁻¹. The value obtained for the HOMO energy is -0.3845 Eh. The value obtained for the frontier orbital gap is 0.37246 Eh. Its charge is 0. Its SMILES is C[C@H](Br)C[C@@](C#N)(CC#N)B(O)O.

Atoms and positions in Å:
C 2.6823 0.0568 0.6025
C 1.6055 1.2751 0.8105
Br 2.0193 2.0592 2.6482
C 0.0342 0.8139 0.8777
C -0.5059 -0.0181 -0.4270
C 0.3039 0.4882 -1.7950
N 0.9349 1.1077 -2.7577
C -0.3096 -1.6326 -0.1982
C -1.0507 -2.2328 1.1412
N -1.7962 -2.6680 2.1351
B -2.1225 0.2555 -0.7644
O -2.5854 1.6525 -1.0733
O -3.1571 -0.7956 -0.8238
H 2.6499 -0.4277 -0.4877
H 2.6362 -0.7835 1.4217
H 3.7679 0.5488 0.6735
H 1.8017 2.1315 0.0276
H -0.6042 1.8215 0.9269
H -0.1296 0.2858 1.9103
H -0.7647 -2.2132 -1.1244
H 0.8344 -1.9461 -0.1165
H -3.1767 1.5071 -1.8936
H -3.0675 -1.2861 -1.7139

Force components x, y, z for each atom (eV/Å):
1.11 0.47 -0.46
0.13 -0.98 -0.58
-0.33 -0.38 -1.28
0.03 1.94 0.11
0.60 -0.47 -0.07
4.16 4.67 -5.62
-5.88 -5.90 8.83
0.39 -1.34 0.04
-5.81 -2.38 6.33
7.30 4.14 -9.45
-2.22 1.67 -0.75
0.58 -4.15 -1.19
2.73 1.09 -2.24
-0.25 1.12 2.35
-0.19 1.77 -1.56
-2.41 -1.10 -0.08
-0.52 -1.82 1.67
1.42 -2.17 -0.08
0.15 0.53 -2.27
0.91 1.10 2.09
-2.53 0.81 -0.10
0.90 0.57 2.14
-0.27 0.84 2.16

Here are the natural (NBO) charges for atoms 1 to 6, given in e: C -0.681; C -0.215; Br -0.031; C -0.452; C -0.456; C 0.262

***

4.
7 unconnected molecules or ions with the total composition C17H45IN17O8 at a distorted geometry. Source: the Open Molecules 2025 dataset; level of theory: the ωB97M-V functional and the def2-TZVPD basis.

The total energy is -68163.2610 eV. As for the spin multiplicity: 1. The calculation puts the maximum force at 8.2 eV Å⁻¹. The value obtained for the HOMO energy is -0.3730 Eh. The value obtained for the frontier orbital gap is 0.25180 Eh. Its charge is +1.

Atoms and positions in Å:
C 0.4660 4.4040 -0.2567
C 1.1035 2.8636 -0.1569
O 2.4172 2.8193 0.1766
O 0.2569 1.6885 -0.4183
C 1.0083 0.4266 -0.3278
C 1.2180 -0.0232 1.2687
C 2.7398 -0.7126 1.3082
C 2.8329 -1.9631 2.3644
N 1.6718 -2.7904 2.9517
C 2.2909 -3.7870 3.9066
N 1.7543 -4.7441 4.7320
C 2.5745 -5.6637 5.6285
N 1.8497 -6.0120 6.9399
N 3.7874 -3.5673 3.8841
N 4.0893 -2.5360 3.0087
C 5.5405 -2.1266 2.8724
C 5.7641 -0.5114 3.0410
C 4.8676 0.1976 4.2161
I 6.0560 0.5414 6.0564
H 0.3648 4.7871 -1.3586
H -0.5992 4.3613 0.2324
H 1.1795 5.1550 0.3097
H 0.3691 -0.4250 -0.8609
H 2.0400 0.4585 -0.8972
H 0.3705 -0.7894 1.5388
H 1.1908 0.9290 1.9780
H 3.4662 0.1929 1.5784
H 3.0488 -1.1209 0.2479
H 0.6988 -4.8563 4.7168
H 2.8084 -6.6420 4.9869
H 3.6198 -5.2206 5.9400
H 1.0153 -5.3849 7.0683
H 2.5223 -5.7390 7.7134
H 4.5793 -4.0159 4.3943
H 5.9715 -2.4847 1.8186
H 6.2183 -2.6694 3.6910
H 5.6643 0.0274 1.9838
H 6.9047 -0.3571 3.3559
H 3.9114 -0.3937 4.5410
H 4.4713 1.2250 3.7551
C -1.8281 0.4788 -3.8632
O -1.9283 0.3472 -5.0729
N -2.8575 0.2741 -3.0216
N -0.6795 0.8404 -3.2635
H -2.7944 0.3774 -2.0228
H -3.7407 0.0004 -3.4322
H 0.1202 1.0043 -3.8610
H -0.5776 0.9539 -2.2692
C -0.9197 7.7622 -1.8992
O -0.5451 6.8995 -1.1206
N -1.0993 7.5289 -3.2118
N -1.1864 9.0233 -1.5142
H -1.4072 8.2262 -3.8684
H -0.9096 6.5920 -3.5433
H -1.0639 9.2411 -0.5339
H -1.4957 9.7473 -2.1404
C -6.6226 -0.3916 -3.0387
O -5.4324 -0.1259 -3.0979
N -7.3908 -0.0575 -1.9861
N -7.2723 -1.0424 -4.0204
H -8.3725 -0.2675 -1.9191
H -6.9407 0.4338 -1.2249
H -6.7306 -1.3122 -4.8311
H -8.2517 -1.2702 -3.9898
C 7.3407 1.9322 0.6236
O 7.2307 0.7195 0.7136
N 8.4056 2.5256 0.0548
N 6.4071 2.7835 1.0853
H 8.5141 3.5223 -0.0286
H 9.1319 1.9207 -0.3059
H 5.5891 2.3778 1.5209
H 6.4798 3.7847 1.0204
C -9.9654 -0.6676 -6.6626
O -9.5908 -1.5303 -5.8841
N -10.1450 -0.9009 -7.9752
N -10.2321 0.5935 -6.2776
H -10.4529 -0.2036 -8.6318
H -9.9553 -1.8377 -8.3067
H -10.1096 0.8114 -5.2973
H -10.5414 1.3175 -6.9038
C -1.7633 -4.8363 1.3338
O -2.8912 -5.0540 0.9201
N -0.7910 -5.7658 1.3184
N -1.3918 -3.6474 1.8420
H 0.1436 -5.6054 1.6545
H -1.0289 -6.6750 0.9438
H -2.0939 -2.9197 1.8719
H -0.4680 -3.4492 2.1874

Force components x, y, z for each atom (eV/Å):
-0.41 -1.16 0.17
5.26 1.21 1.17
-7.93 -1.02 -1.97
3.26 1.87 0.69
0.31 -1.53 0.50
0.41 -0.14 -0.93
-0.38 0.16 0.50
0.76 -4.03 4.04
5.34 -0.49 1.03
3.17 2.87 -1.93
-0.26 1.17 -0.65
0.81 -1.16 0.18
0.99 1.79 -0.69
-3.93 0.06 -0.57
-3.03 1.85 -1.91
1.74 0.49 -0.35
0.78 0.13 0.16
-1.07 0.30 -1.66
-0.79 -0.17 -1.11
0.17 -1.09 2.18
2.09 0.29 -1.05
-1.50 -1.96 -1.13
1.16 2.10 1.14
-2.08 0.39 1.26
1.81 1.55 -0.36
0.06 -2.19 -1.60
-1.33 -2.43 -0.39
-0.64 0.65 2.19
1.95 0.16 -0.02
-0.68 2.01 1.55
-2.14 -0.40 -1.04
1.13 -0.82 -0.23
-1.29 -0.50 -1.18
-1.28 0.52 -0.66
-1.12 0.84 2.29
-1.93 0.99 -1.59
0.15 -1.26 2.44
-2.50 -0.46 -0.96
1.96 0.99 -0.62
1.04 -2.08 1.46
-0.82 -0.28 -0.33
0.18 0.04 -0.24
-0.26 -0.21 0.06
1.93 0.44 0.29
-0.03 0.02 -0.23
0.06 0.10 0.32
-0.32 -0.04 0.24
-0.14 0.17 -0.29
0.07 -0.16 0.19
0.08 -0.12 0.16
0.00 -0.71 -1.17
-0.13 1.08 0.86
0.06 -0.14 0.13
-0.12 0.39 0.06
-0.07 -0.04 -0.40
0.06 -0.15 0.12
-0.14 -0.43 -0.66
-0.07 0.15 0.26
-0.30 0.66 1.38
0.13 -0.32 -0.66
0.21 -0.01 -0.05
-0.24 -0.20 -0.29
-0.32 0.07 0.25
0.05 -0.03 -0.28
0.16 0.03 -0.13
-0.10 -0.51 -0.03
1.10 0.00 -0.54
-1.12 0.33 0.67
-0.03 -0.19 0.02
-0.25 0.27 0.11
0.25 0.34 -0.26
-0.06 -0.18 0.00
0.11 -0.28 0.17
0.11 -0.20 0.29
-0.02 -0.71 -1.16
-0.16 1.12 0.87
0.06 -0.14 0.14
-0.08 0.38 0.09
-0.05 -0.02 -0.43
0.07 -0.14 0.12
-1.31 -0.12 -0.49
0.28 0.01 0.12
0.91 -1.43 -0.08
0.05 1.51 0.60
-0.17 0.01 -0.16
0.11 0.34 0.13
0.24 -0.30 -0.02
-0.02 0.07 -0.09

Here are the Mulliken charges for atoms 1 to 6, given in e: C -0.744; C 0.463; O -0.522; O -0.336; C -0.494; C -0.301